Entry A
The following is a quantum chemistry calculation of a 3-piece molecular cluster, C2H12NO2S2 overall, from OMol25.

Output
Lowest unoccupied orbital energy   -3.319 eV
Orbital gap   9.1 eV

Geometry as ORCA input:
```
! wB97M-V def2-TZVPD RIJCOSX def2/J DEFGRID3
* xyz 1 1
S 2.96102 -0.84753 0.61648
S 3.55078 -1.51111 -1.20941
O -3.25652 -0.53502 -0.36239
O 0.05652 1.94354 -1.66484
N -0.94430 0.25328 0.99901
C 1.36036 0.01192 0.25386
C 0.44820 -0.22924 1.41515
H 0.68660 0.34186 2.30909
H -0.92641 0.88418 0.18691
H 0.33341 -1.20688 1.87250
H 2.98277 -2.72310 -1.38354
H -0.53710 2.07125 -2.41342
H 0.72332 2.64651 -1.66377
H -1.40625 -0.55423 0.57152
H -2.94675 -1.33566 -0.82332
H -4.10269 -0.78138 0.03344
H -1.56120 0.63282 1.71992
H 0.95458 -0.12858 -0.74181
H 1.62365 1.06737 0.28462
*
```

Entry B
The following is a quantum chemistry calculation of a 3-piece molecular cluster, C2H12NO2S2 overall, from OMol25.

Output
Lowest unoccupied orbital energy   -3.289 eV
Orbital gap   9.1 eV

Geometry as ORCA input:
```
! wB97M-V def2-TZVPD RIJCOSX def2/J DEFGRID3
* xyz 1 1
S 0.06349 -0.64340 2.05546
S 0.14807 1.06705 3.09943
O -1.55659 1.04767 -3.97871
O 2.22805 -0.29284 -2.10645
N -0.62678 -0.73320 -1.95954
C -0.35008 -0.06061 0.38704
C -0.60832 -1.23331 -0.52742
H -0.90126 1.75899 -4.00103
H -2.28710 1.33640 -4.55301
H 2.93741 -0.94737 -2.10055
H -1.32668 -0.00520 -2.11097
H 1.43873 1.40513 2.91463
H -1.58312 -1.66230 -0.35315
H 0.16024 -1.99397 -0.50236
H 0.31187 -0.33094 -2.09876
H 0.48098 0.53730 0.02512
H 2.29265 0.12647 -2.97543
H -1.21731 0.59409 0.44017
H -0.75114 -1.51078 -2.60467
*
```

Tell me which of them is the least stable. Sure, it is entry A.

Entry A
The following is a quantum chemistry calculation of one molecule with the formula C8H8N2O2S, from OMol25.

Output
Lowest unoccupied orbital energy   0.434 eV
SMILES   N#C[C@H](c1ccccc1)S(N)(=O)=O
Orbital gap   10.2 eV

Geometry as ORCA input:
```
! wB97M-V def2-TZVPD RIJCOSX def2/J DEFGRID3
* xyz 0 1
S 1.90662 -0.93849 0.23140
O 1.40878 -2.27647 0.27683
O 2.03320 -0.30654 1.52485
N 3.41242 -0.88600 -0.55823
N 2.00533 2.83388 -0.46458
C -0.82617 0.85980 0.86005
C -2.72751 -0.63289 -0.51809
C 0.94231 0.29149 -0.76840
C -3.02958 0.02316 0.70628
C -1.46541 -0.56231 -1.02707
C -2.12757 0.77136 1.39419
C -0.47061 0.20805 -0.28985
C 1.62710 1.76213 -0.44710
H -0.23277 1.47590 1.44201
H -4.14009 -0.05648 1.09103
H 3.86420 -1.73405 -0.45034
H 0.90086 0.05318 -1.89899
H -2.33328 1.33040 2.18062
H -3.35668 -1.19533 -1.18001
H 3.91022 -0.06557 -0.18504
H -1.30135 -0.95521 -1.91958
*
```

Entry B
The following is a quantum chemistry calculation of a 2-piece molecular cluster, C8H8N2O2S overall, from OMol25.

Output
Lowest unoccupied orbital energy (alpha / beta)   -0.463 / 0.198 eV
Orbital gap (alpha / beta)   7.5 / 8.2 eV

Geometry as ORCA input:
```
! wB97M-V def2-TZVPD RIJCOSX def2/J DEFGRID3
* xyz 0 1
S -2.17369 -0.02214 1.08184
O -2.72658 1.12018 0.07806
O -1.99813 -1.28203 0.36103
N 0.65161 -1.98600 -0.91092
N 0.76340 -2.66602 0.19013
C 1.06407 -0.60084 0.84055
C 1.47365 1.67909 0.57774
C 0.93235 -1.91012 1.31920
C 1.05707 1.64491 -0.75829
C 1.35185 0.65591 1.44849
C 0.72922 0.43627 -1.37602
C 0.73788 -0.67935 -0.53782
C -3.01103 0.91639 -1.22721
H 1.00170 2.58529 -1.26843
H 1.74412 2.69343 1.06871
H 0.47355 -3.57963 0.13202
H 1.76269 0.77464 2.45332
H -2.25344 0.45642 -1.74720
H -3.57278 1.78881 -1.67280
H 1.21333 -2.41407 2.34736
H 0.77917 0.38887 -2.39978
*
```

Tell me which of them is the least stable. Sure, it is entry B.

Entry A
The following is a quantum chemistry calculation of one molecule with the formula C21H24N4O3, from OMol25.

Output
Lowest unoccupied orbital energy   0.629 eV
SMILES   CCC(=O)NCCc1nc2cc(NC(=O)c3ccc(OC)cc3)ccc2n1C
Orbital gap   8.5 eV

Geometry as ORCA input:
```
! wB97M-V def2-TZVPD RIJCOSX def2/J DEFGRID3
* xyz 0 1
O -4.74700 -2.44773 3.76978
O 3.46118 1.01422 -3.74180
O -1.81139 3.00419 5.16397
N 0.40238 -2.57916 -1.13425
N 0.20438 -0.42262 -1.68339
N -3.29018 -2.39981 2.07062
N 4.33109 -0.96748 -3.14453
C 5.43353 0.27444 -4.91016
C 4.30776 0.15633 -3.89901
C -0.76792 -0.67439 -0.74687
C -3.86205 -1.85444 3.18169
C -2.37800 1.86043 4.69477
C 2.00949 -1.74891 -2.80503
C 0.86117 -1.60739 -1.87389
C -1.95220 -0.30083 3.71608
C -2.42837 -1.82141 1.12569
C -1.46149 -2.62094 0.53666
C -1.75338 0.11449 -0.17538
C -2.58253 -0.47627 0.75359
C -2.64958 4.01090 5.67826
C 3.30200 -1.21210 -2.15924
C 4.92968 0.89212 -6.21080
C -4.20287 0.39778 4.15767
C -3.32225 -0.55403 3.66125
C 0.40978 0.84089 -2.33868
C -3.74453 1.60225 4.65987
C -0.62522 -2.04040 -0.40716
C -1.48788 0.88973 4.22681
H -4.45800 2.32362 5.02575
H -3.37579 0.10047 1.20183
H -0.37241 1.01404 -3.08300
H -1.88411 1.14938 -0.45198
H -1.35488 -3.66079 0.80151
H 6.19234 0.92674 -4.46989
H 4.40460 1.81846 -5.99329
H -1.98517 4.81208 5.99820
H 1.38019 0.87574 -2.83117
H -1.24918 -1.04413 3.37169
H -5.26170 0.18679 4.14161
H 1.81698 -1.18559 -3.72004
H 3.09397 -0.25709 -1.66901
H 4.96957 -1.71323 -3.36523
H -3.22543 3.65409 6.53802
H -0.43109 1.09821 4.28076
H 5.88744 -0.70052 -5.09443
H 5.75857 1.10268 -6.88150
H 2.12460 -2.80366 -3.05326
H -3.55994 -3.36036 1.89668
H 3.67296 -1.91709 -1.41527
H 0.36600 1.64084 -1.59831
H 4.23949 0.21615 -6.71082
H -3.33460 4.39329 4.91461
*
```

Entry B
The following is a quantum chemistry calculation of C21H24N4O3 as an isolated structure, from OMol25.

Output
Lowest unoccupied orbital energy   0.535 eV
Orbital gap   8.7 eV

Geometry as ORCA input:
```
! wB97M-V def2-TZVPD RIJCOSX def2/J DEFGRID3
* xyz 0 1
O -3.38568 3.48990 0.14968
O -4.26629 -2.71462 -0.65870
O 2.65469 1.31522 1.60094
N 1.85317 -0.61663 -1.60128
N -2.23218 -3.00528 0.20550
N 3.30652 2.23697 -0.72533
N 2.99085 -1.28320 0.36302
C -3.79180 1.25269 -1.10102
C -2.69776 3.96960 1.34151
C 1.26964 -2.66198 1.48157
C 3.07169 -0.53909 -0.89385
C -3.72922 0.04863 -1.16992
C -0.24144 -1.86266 -0.73003
C 0.99591 -1.39911 -0.53908
C -0.85145 -2.59761 0.25700
C 0.30036 2.16034 -0.62569
C 0.07418 -2.93733 1.16319
C 4.23802 -0.08161 -1.61704
C -2.55715 1.42404 1.05417
C -3.17815 -0.80138 -0.34274
C -3.22734 1.93632 0.03515
C 1.79588 -1.87056 0.31737
C -2.54427 -0.14845 0.71284
C 4.20139 -1.40476 1.17556
C 2.41767 2.00041 0.49378
C 1.21081 2.69255 0.11569
C -3.21407 -2.29650 -0.22408
C 4.54284 1.34454 -0.72400
H -4.33659 2.06112 -1.90316
H -3.43499 3.81193 2.33418
H -4.07264 -0.54026 -2.04556
H 1.89513 -3.27877 2.18303
H -2.23426 -4.07042 0.25430
H 3.99128 0.44425 -2.63916
H -0.47702 2.75934 -0.90698
H -2.17271 1.71452 1.90744
H 1.44714 3.91567 -0.14699
H 4.13700 -2.31549 1.37550
H 4.97559 -0.46484 -1.45484
H 0.73475 3.00304 1.19750
H 5.23696 -1.44198 0.57229
H -0.45573 -3.54439 1.91289
H -3.07313 5.05836 1.02366
H 2.92326 2.64926 -1.55003
H 0.80003 1.92794 -1.68422
H -0.73902 -1.47479 -1.56241
H 0.08545 1.29732 -0.32801
H 5.19263 2.05500 -1.31000
H 4.75429 1.35047 0.32337
H 4.10658 -0.67600 2.04516
H -1.75004 3.75646 1.33280
H -2.11545 -0.72746 1.92950
*
```

Tell me which of them is the least stable. Sure, it is entry B.